Version P
{
  "formula": "C6H14N2",
  "method": "ωB97M-V with the def2-TZVPD basis set",
  "elements": ["C", "C", "C", "N", "H", "H", "H", "H", "H", "C", "C", "C", "N", "H", "H", "H", "H", "H", "H", "H", "H", "H"],
  "xyz": [[-1.1598, -2.5163, 1.5558], [-2.2074, -3.1870, 2.1637], [-0.7938, -0.5441, 2.6730], [-0.3220, -1.6164, 2.1591], [-0.9309, -2.6697, 0.5067], [-2.4606, -2.9958, 3.1960], [-2.7539, -3.9065, 1.5647], [-0.1618, 0.1978, 3.1465], [-1.8685, -0.3276, 2.6301], [0.9707, 0.6131, -2.0451], [1.0396, 1.9963, -1.3839], [0.3060, 2.1311, -0.0550], [1.6963, 0.5728, -3.3091], [-0.1003, 0.4173, -2.2046], [1.3165, -0.1359, -1.3116], [0.6373, 2.6862, -2.1339], [2.0967, 2.2716, -1.2489], [0.6177, 1.4343, 0.7348], [-0.7802, 2.0177, -0.2095], [0.4698, 3.1284, 0.3426], [1.7245, -0.3811, -3.6552], [2.6642, 0.8138, -3.1163]],
  "mulliken_charge": [0.20, -0.49, -0.23, -0.12, 0.36, 0.33, 0.29, 0.33, 0.31, -0.47, -0.41, -0.99, -0.61, 0.31, 0.27, 0.28, 0.36, 0.14, 0.32, 0.35, 0.24, 0.23],
  "lumo_energy_ev": [-5.3, -8.9],
  "charge": 1,
  "multiplicity": 2,
  "molar_mass_g_mol": 114.2
}

=====

Version Q
{
  "formula": "C6H14N2",
  "method": "ωB97M-V with the def2-TZVPD basis set",
  "elements": ["C", "N", "C", "C", "C", "C", "C", "N", "H", "H", "H", "H", "H", "H", "H", "H", "H", "H", "H", "H", "H", "H"],
  "xyz": [[0.9924, 1.3440, 0.2691], [0.3358, 1.0811, -1.0204], [0.5037, -0.1977, -1.6054], [-0.5782, -1.3012, -1.2822], [0.0987, -2.3683, -0.4549], [-0.3495, -2.6668, 0.7618], [-0.0060, 1.2265, 1.4789], [-0.7982, 2.4431, 1.5747], [1.7303, 0.5526, 0.4327], [1.3926, 2.3451, 0.2121], [-0.6616, 1.1829, -0.8146], [1.5414, -0.5223, -1.5380], [0.5093, -0.0960, -2.7102], [-0.9132, -1.6682, -2.2551], [-1.4579, -0.8700, -0.8008], [0.9160, -2.8153, -1.0066], [0.1623, -3.3573, 1.4158], [-1.0720, -2.0163, 1.2360], [0.6994, 1.1600, 2.2961], [-0.5754, 0.3213, 1.2588], [-1.1026, 2.5441, 2.5424], [-1.6980, 2.2906, 1.1256]],
  "mulliken_charge": [-0.55, 0.07, -0.87, -0.49, -0.15, -0.79, -0.64, -0.59, 0.36, 0.42, 0.27, 0.59, 0.34, 0.32, 0.49, 0.37, 0.28, 0.25, 0.40, 0.36, 0.27, 0.27],
  "lumo_energy_ev": [-2.8, -7.9],
  "charge": 1,
  "multiplicity": 2,
  "molar_mass_g_mol": 114.2
}

=====

How do the energies compare? Relative to the most stable structure, in kJ/mol: version P 69.4; version Q 0.0.

=====

Version P
{
  "formula": "C3H4O2",
  "method": "ωB97M-V with the def2-TZVPD basis set",
  "elements": ["C", "C", "O", "C", "O", "H", "H", "H", "H"],
  "xyz": [[-1.1778, -0.1370, -0.3049], [0.2438, 0.3596, 0.5704], [1.1466, 1.0727, -0.3519], [1.5186, -0.1012, 0.0415], [2.4672, -0.8322, 0.0048], [-0.9706, 0.1703, -1.3178], [-1.9974, 0.0786, 0.3032], [-1.2570, -1.2732, -0.4599], [0.0266, 0.6624, 1.5148]],
  "mulliken_charge": [-0.98, -0.03, -0.36, 0.59, -0.53, 0.33, 0.30, 0.27, 0.41],
  "lumo_energy_ev": 0.9,
  "multiplicity": 1,
  "molar_mass_g_mol": 72.1
}

=====

Version Q
{
  "formula": "C3H4O2",
  "method": "ωB97M-V with the def2-TZVPD basis set",
  "elements": ["O", "C", "C", "C", "O", "H", "H", "H", "H"],
  "xyz": [[1.1691, 0.4663, 1.2033], [-0.0457, 0.5766, 0.5635], [-0.7230, -0.7662, 0.4047], [-0.3280, -0.2986, -1.3725], [0.4340, 0.7460, -0.8610], [1.7450, -0.1068, 0.6374], [-0.5923, 1.2959, 1.0403], [-1.6160, -1.2822, 0.7179], [-0.0432, -0.6310, -2.3336]],
  "mulliken_charge": [-0.54, 0.19, -0.48, -0.20, -0.35, 0.37, 0.41, 0.28, 0.33],
  "lumo_energy_ev": [-0.3, 0.3],
  "multiplicity": 1,
  "molar_mass_g_mol": 72.1
}

=====

How do the energies compare? Relative to the most stable structure, in kJ/mol: version P 0.0; version Q 355.3.

=====

Version P
{
  "formula": "C8H6",
  "method": "ωB97M-V with the def2-TZVPD basis set",
  "elements": ["C", "C", "C", "C", "C", "C", "C", "C", "H", "H", "H", "H", "H", "H"],
  "xyz": [[-1.6380, 2.0934, -0.8055], [-1.3970, 1.7699, 0.4770], [1.1490, -0.7954, 0.7957], [0.4508, 0.1263, 1.4415], [0.4378, -1.3518, -0.4878], [-0.3852, 1.2206, -0.7828], [-0.7556, -0.3039, -0.5950], [-0.6898, 0.5044, 0.6363], [2.1208, -1.0832, 1.0774], [0.5090, 0.7602, 2.3986], [1.1936, -1.2740, -1.2606], [0.0437, -2.4228, -0.5135], [0.6637, 1.4124, -1.1699], [-1.7027, -0.6560, -1.2113]],
  "mulliken_charge": [-0.83, -0.22, -0.55, -0.37, -0.76, 0.10, -0.14, 0.63, 0.45, 0.33, 0.30, 0.34, 0.36, 0.36],
  "lumo_energy_ev": 0.1,
  "multiplicity": 1,
  "molar_mass_g_mol": 102.1
}

=====

Version Q
{
  "formula": "C8H6",
  "method": "ωB97M-V with the def2-TZVPD basis set",
  "elements": ["C", "C", "C", "C", "C", "C", "C", "C", "H", "H", "H", "H", "H", "H"],
  "xyz": [[1.1777, -1.4821, 0.1545], [0.1382, 0.6420, -0.0007], [-0.0934, -1.5944, -0.1887], [-0.8541, -0.4120, -0.0045], [1.4481, -0.0213, 0.0655], [-2.1249, -0.1303, 0.0818], [2.6779, 0.5640, 0.0063], [-3.3748, 0.3061, 0.0590], [1.9898, -2.2520, 0.3171], [0.1901, 1.6728, -0.3417], [2.8109, 1.7165, -0.0705], [3.6631, 0.1337, -0.1201], [-3.9590, 0.2270, 0.8620], [-3.6897, 0.6300, -0.8200]],
  "mulliken_charge": [-0.50, -0.87, -0.60, 1.04, 1.00, 0.20, -0.94, -1.06, 0.33, 0.29, 0.20, 0.30, 0.30, 0.30],
  "lumo_energy_ev": [-0.6, -0.6],
  "multiplicity": 1,
  "molar_mass_g_mol": 102.1
}

=====

How do the energies compare? Relative to the most stable structure, in kJ/mol: version P 39.4; version Q 0.0.

=====

Version P
{
  "formula": "C2H6N2OS",
  "method": "ωB97M-V with the def2-TZVPD basis set",
  "elements": ["H", "N", "C", "N", "O", "S", "C", "H", "H", "H", "H", "H"],
  "xyz": [[-1.0801, -0.5585, -1.2709], [-0.2194, -0.1085, -1.4983], [0.0440, 0.3003, -0.3056], [1.1222, 1.2281, -0.1207], [2.1835, 1.0544, -1.1530], [-0.9313, -0.0929, 1.2218], [-1.2810, -1.7999, 0.5602], [1.4567, 1.1205, 0.9094], [1.9835, 0.2039, -1.5881], [-2.2196, -1.9176, -0.1553], [-0.2278, -2.1467, 0.0834], [-1.3761, -2.4911, 1.5017]],
  "mulliken_charge": [0.32, -0.69, 0.39, -0.22, -0.39, -0.08, -0.90, 0.30, 0.35, 0.28, 0.33, 0.31],
  "lumo_energy_ev": 0.4,
  "multiplicity": 1,
  "molar_mass_g_mol": 106.2
}

=====

Version Q
{
  "formula": "C2H6N2OS",
  "method": "ωB97M-V with the def2-TZVPD basis set",
  "elements": ["C", "C", "H", "H", "H", "H", "H", "H", "N", "N", "O", "S"],
  "xyz": [[-0.8794, -1.1477, 0.6325], [-0.2394, 0.0713, -0.1377], [-0.6379, -0.9169, 1.7337], [-1.8961, -1.1416, 0.3292], [-0.4646, -2.1132, 0.2727], [1.3831, 0.9715, -0.8079], [2.1500, -0.2497, 1.9149], [-1.2075, 2.7971, -1.6102], [1.0288, 0.4962, -0.0020], [-0.9940, 0.5186, -1.1541], [-0.2653, 1.6532, -1.8325], [2.0224, -0.9389, 0.6616]],
  "mulliken_charge": [-0.99, 0.68, 0.31, 0.32, 0.31, 0.33, 0.18, 0.34, -0.35, -0.40, -0.56, -0.18],
  "lumo_energy_ev": -0.5,
  "multiplicity": 1,
  "molar_mass_g_mol": 106.2
}

=====

How do the energies compare? Relative to the most stable structure, in kJ/mol: version P 0.0; version Q 245.7.